C13H50N14O12 | ωB97M-V/def2-TZVPD

Positions of all 89 atoms, in Å:
O1 -12.25 7.78 30.40
H1 -12.30 7.56 29.47
H2 -11.32 8.03 30.55
O2 -9.98 5.79 29.77
H3 -9.93 6.74 29.98
H4 -9.09 5.55 29.51
O3 -9.33 13.73 28.45
H5 -8.76 14.50 28.71
H6 -10.20 13.93 28.80
C1 -5.73 12.14 27.47
O4 -6.06 11.64 28.56
N1 -6.17 11.66 26.30
N2 -5.19 13.39 27.46
H7 -5.85 12.12 25.47
H8 -6.95 11.04 26.21
H9 -5.12 13.86 28.35
H10 -5.22 13.91 26.60
C2 -7.14 15.26 30.14
O5 -7.80 15.70 29.18
N3 -6.57 14.03 30.25
N4 -6.68 16.08 31.11
H11 -6.23 13.71 31.16
H12 -6.74 13.23 29.64
H13 -6.84 17.05 30.92
H14 -6.04 15.66 31.77
C3 -9.30 9.09 31.63
O6 -9.67 8.36 30.71
N5 -8.86 8.63 32.84
N6 -8.99 10.39 31.47
H15 -8.08 9.06 33.30
H16 -8.91 7.62 32.94
H17 -8.73 10.91 32.30
H18 -9.28 10.92 30.67
C4 -10.50 5.89 34.51
O7 -9.64 5.48 33.72
N7 -11.16 5.01 35.32
N8 -10.91 7.16 34.55
H19 -10.93 4.04 35.27
H20 -11.53 5.52 36.10
H21 -10.40 7.78 33.94
H22 -11.40 7.58 35.32
C5 -6.29 10.37 37.09
O8 -6.30 11.34 37.87
N9 -6.83 10.51 35.88
N10 -5.89 9.16 37.55
H23 -7.26 9.78 35.33
H24 -7.17 11.43 35.67
H25 -5.61 9.07 38.51
H26 -5.74 8.46 36.85
C6 -9.68 11.09 25.77
O9 -10.47 11.89 25.30
N11 -9.46 9.85 25.25
N12 -9.07 11.29 26.97
H27 -9.68 9.74 24.27
H28 -8.63 9.30 25.42
H29 -9.03 12.17 27.48
H30 -8.53 10.53 27.35
C7 -5.00 12.18 32.55
O10 -5.73 13.16 32.75
N13 -5.47 11.02 32.01
N14 -3.77 12.05 33.10
H31 -6.44 10.89 31.76
H32 -4.89 10.20 31.99
H33 -3.53 11.08 33.15
H34 -3.32 12.68 33.74
C8 -6.23 6.37 35.23
C9 -5.68 7.03 33.96
C10 -6.17 6.35 32.72
O11 -6.04 8.44 33.91
H35 -5.84 6.78 36.15
H36 -6.08 5.30 35.15
H37 -7.32 6.52 35.26
H38 -4.59 7.08 34.04
H39 -5.81 6.94 31.88
H40 -7.24 6.43 32.54
H41 -5.70 5.38 32.67
H42 -5.29 9.03 33.91
C11 -8.65 14.10 34.14
C12 -9.19 12.70 34.34
C13 -10.55 12.50 33.69
O12 -8.19 11.87 33.68
H43 -9.32 14.86 34.54
H44 -8.35 14.37 33.13
H45 -7.70 14.23 34.67
H46 -9.24 12.57 35.42
H47 -11.24 13.16 34.22
H48 -10.95 11.50 33.90
H49 -10.50 12.67 32.62
H50 -7.34 12.27 33.42

## Properties
M ... 594.63 g mol⁻¹
Relative energy (zero: lowest compared OMol25 entry of this formula, charge and spin) ... 0.00 kJ/mol
HOMO-LUMO gap ... 8.96 eV
Highest occupied orbital energy ... -9.36 eV
Calculated total energy ... -2195.0454 Eh

Here are the Löwdin charges for atoms 1 to 2, given in e: number 1, O, carries -0.08; number 2, H, carries 0.03